# 1
{
  "formula": "C6H5N5O3",
  "method": "the ωB97M-V functional and the def2-TZVPD basis",
  "symbols": ["C", "C", "C", "C", "C", "C", "N", "N", "N", "N", "N", "O", "O", "O", "H", "H", "H", "H", "H"],
  "positions_angstrom": [[-0.999, -0.602, -2.504], [0.450, -1.851, -0.882], [2.128, -0.279, 0.221], [-1.927, -0.072, 0.855], [-0.067, 0.677, -0.480], [-0.362, -0.648, -1.229], [-1.771, -0.489, -3.313], [1.599, -1.519, -0.200], [1.293, 0.736, -0.115], [-0.954, 0.872, 0.633], [-2.208, -0.714, -0.303], [0.140, -2.968, -1.132], [3.183, -0.213, 0.812], [-2.622, -0.191, 1.839], [-0.266, 1.516, -1.169], [2.237, -2.175, 0.058], [1.423, 1.590, 0.218], [-0.537, 1.388, 1.389], [-2.455, -1.724, -0.519]],
  "nbo_charge": [0.2276, 0.6434, 0.7992, 0.7259, 0.1071, -0.0421, -0.2261, -0.6483, -0.6210, -0.6349, -0.5444, -0.5099, -0.5748, -0.5779, 0.2152, 0.4248, 0.3952, 0.4097, 0.4315],
  "orbital_gap_ev": 8.48,
  "e_above_lowest_kcal_mol": 0.0,
  "energy_ha": -731.0944
}

# 2
{
  "formula": "C6H5NO",
  "method": "the ωB97M-V functional and the def2-TZVPD basis",
  "symbols": ["C", "C", "C", "C", "C", "C", "O", "N", "H", "H", "H", "H", "H"],
  "positions_angstrom": [[-0.341, 0.456, 1.287], [0.637, -0.566, 0.988], [-0.568, 0.806, -0.404], [-1.764, 0.015, -0.748], [0.704, -0.209, -0.865], [1.506, -0.550, -1.716], [-0.462, 1.992, -0.744], [-2.711, -0.588, -1.001], [0.047, 1.380, 1.701], [-1.272, 0.128, 1.736], [1.677, -0.396, 1.234], [0.313, -1.600, 0.954], [2.234, -0.868, -2.422]],
  "nbo_charge": [-0.5343, -0.1428, 0.3498, 0.2279, -0.1745, -0.0316, -0.5880, -0.2974, 0.2410, 0.2375, 0.2345, 0.2337, 0.2441],
  "orbital_gap_ev": [7.25, 7.24],
  "e_above_lowest_kcal_mol": 122.2,
  "energy_ha": -361.3894
}

# 3
{
  "formula": "C6H5NO",
  "method": "the ωB97M-V functional and the def2-TZVPD basis",
  "symbols": ["C", "C", "C", "C", "C", "C", "N", "O", "H", "H", "H", "H", "H"],
  "positions_angstrom": [[-0.628, 1.409, -0.827], [0.699, 1.066, -0.306], [-1.763, 0.852, -0.344], [1.089, -0.047, 0.271], [-1.823, -1.019, 1.304], [1.443, -1.209, 0.776], [-1.743, -0.198, 0.504], [1.861, -2.331, 0.097], [-0.650, 2.183, -1.452], [1.278, 1.856, -0.523], [-2.675, 1.234, -0.684], [1.344, -1.235, 1.924], [1.568, -2.561, -0.741]],
  "nbo_charge": [-0.2037, -0.2709, 0.0207, 0.0145, 0.2767, 0.0757, -0.5356, -0.7006, 0.1995, 0.2154, 0.1995, 0.2138, 0.4951],
  "orbital_gap_ev": [6.81, 6.26],
  "e_above_lowest_kcal_mol": 49.1,
  "spin_multiplicity": 3,
  "energy_ha": -361.3469,
  "s_squared": 2.024
}

# 4
{
  "formula": "C6H5NO2",
  "method": "the ωB97M-V functional and the def2-TZVPD basis",
  "symbols": ["O", "N", "C", "C", "C", "C", "O", "C", "C", "H", "H", "H", "H", "H"],
  "positions_angstrom": [[-3.360, -0.199, 0.618], [-2.841, 0.277, -0.285], [-1.339, 0.116, -0.171], [-0.740, -1.055, -0.147], [0.682, -1.166, -0.074], [1.446, -0.008, 0.051], [2.830, 0.019, 0.296], [0.806, 1.280, 0.081], [-0.534, 1.328, -0.108], [-1.192, -1.998, -0.054], [1.116, -2.032, -0.364], [2.983, -0.820, 0.222], [1.088, 2.153, 0.057], [-0.944, 2.104, -0.123]],
  "nbo_charge": [-0.2428, 0.1669, 0.0060, -0.2063, -0.3031, 0.3218, -0.6346, -0.2333, -0.1255, 0.2219, 0.2087, 0.4545, 0.2025, 0.1633],
  "orbital_gap_ev": 9.24,
  "e_above_lowest_kcal_mol": 145.9,
  "energy_ha": -436.6635,
  "smiles": "O=Nc1ccc(O)cc1"
}

# 5
{
  "formula": "C6H5NO3",
  "method": "the ωB97M-V functional and the def2-TZVPD basis",
  "symbols": ["N", "C", "C", "C", "C", "O", "C", "O", "C", "H", "H", "H", "O", "H", "H"],
  "positions_angstrom": [[-2.336, 3.193, 0.572], [-1.454, 2.599, 0.108], [-0.446, 1.636, -0.246], [-0.581, 0.694, -1.199], [0.374, -0.426, -0.932], [0.261, -1.554, -1.351], [1.285, 0.047, 0.190], [0.585, 0.199, 1.420], [0.772, 1.349, 0.609], [-1.249, 0.718, -2.058], [2.324, -0.283, 0.237], [1.378, 2.156, 1.021], [-0.494, -3.759, 0.430], [-0.147, -3.062, -0.148], [-0.271, -3.506, 1.348]],
  "nbo_charge": [-0.2382, 0.2388, -0.0850, -0.1933, 0.5306, -0.5029, -0.0466, -0.4345, 0.0338, 0.2499, 0.2263, 0.2267, -0.9548, 0.4835, 0.4657],
  "orbital_gap_ev": 9.25,
  "e_above_lowest_kcal_mol": 75.7,
  "energy_ha": -512.0185,
  "smiles": "N#CC1=CC(=O)[C@@H]2O[C@H]12.O"
}

# 6
{
  "formula": "C6H5NO6Pd",
  "method": "the ωB97M-V functional and the def2-TZVPD basis",
  "symbols": ["O", "C", "Pd", "O", "C", "C", "O", "C", "O", "N", "C", "C", "O", "O", "H", "H", "H", "H", "H"],
  "positions_angstrom": [[0.137, -3.241, 0.322], [0.079, -2.106, 0.174], [0.012, -0.085, 0.060], [-2.774, 0.068, -1.681], [-1.767, -0.001, -1.153], [1.591, 0.005, -1.125], [2.601, 0.106, -1.659], [0.072, 1.911, 0.422], [0.136, 3.010, 0.738], [-1.959, -0.410, 4.294], [-0.477, -0.443, 4.193], [-0.157, -0.113, 2.739], [0.998, 0.191, 2.359], [-1.179, -0.211, 1.960], [-2.265, 0.566, 4.341], [-2.296, -0.877, 5.134], [-2.359, -0.829, 3.434], [-0.031, 0.282, 4.873], [-0.119, -1.444, 4.440]],
  "nbo_charge": [-0.3054, 0.5128, 0.7880, -0.3050, 0.5198, 0.5038, -0.2872, 0.5218, -0.3098, -0.6669, -0.3431, 0.7519, -0.5782, -0.7451, 0.4524, 0.4610, 0.4738, 0.2794, 0.2761],
  "orbital_gap_ev": [9.45, 8.13],
  "charge": 2,
  "spin_multiplicity": 3,
  "energy_ha": -865.0416,
  "s_squared": 2.011
}

# 7
{
  "formula": "C6H5NOS",
  "method": "the ωB97M-V functional and the def2-TZVPD basis",
  "symbols": ["C", "C", "C", "C", "C", "C", "N", "O", "S", "H", "H", "H", "H", "H"],
  "positions_angstrom": [[2.559, 0.845, -0.762], [-0.893, -0.896, 1.655], [0.113, -0.145, 0.989], [-2.109, -0.814, 1.079], [-0.226, 0.036, -0.278], [1.883, 1.149, -1.854], [2.857, 0.590, 0.339], [-2.631, -0.856, -1.515], [-2.137, 0.111, -0.505], [-0.604, -1.402, 2.618], [1.058, 0.053, 1.327], [-3.115, -1.233, 1.312], [1.749, 0.472, -2.566], [1.495, 2.091, -1.837]],
  "nbo_charge": [0.2034, -0.1884, -0.3840, -0.3933, -0.0702, -0.3387, -0.3118, -0.9183, 1.2110, 0.2379, 0.2631, 0.2453, 0.2208, 0.2231],
  "orbital_gap_ev": [7.98, 7.54],
  "e_above_lowest_kcal_mol": 141.0,
  "energy_ha": -759.5423
}

# 8
{
  "formula": "C6H5P",
  "method": "the ωB97M-V functional and the def2-TZVPD basis",
  "symbols": ["C", "C", "C", "C", "C", "C", "P", "H", "H", "H", "H", "H"],
  "positions_angstrom": [[1.339, 0.647, -2.216], [-1.406, 0.005, 2.256], [0.356, 0.719, -1.206], [-0.173, 0.583, -0.120], [1.649, -0.417, -2.836], [-2.031, 0.543, 3.228], [1.731, -2.008, -3.393], [1.916, 1.589, -2.292], [-1.009, -0.763, 1.565], [-2.369, 0.049, 4.196], [-2.481, 1.641, 3.185], [2.477, -2.587, -2.364]],
  "nbo_charge": [-0.3586, 0.0875, -0.2564, -0.0716, -0.2535, -0.5483, 0.3547, 0.2471, 0.2838, 0.2750, 0.2763, -0.0360],
  "orbital_gap_ev": [7.40, 6.07],
  "e_above_lowest_kcal_mol": 157.9,
  "energy_ha": -572.5880
}